(1)
Here is a cluster of 11 separate species, C62H55BrN10O23P2S in total from the Open Molecules 2025 dataset. Energies are from ωB97M-V/def2-TZVPD.

Output
E_tot	-8327.64748	Ha
charge	0

CARTESIAN COORDINATES (ANGSTROEM)
Br -4.651 0.829 -3.344
S -2.008 -1.672 -1.996
P -5.483 -1.231 -2.748
P -2.681 -2.541 -3.598
O 3.643 6.848 -3.538
O -6.934 -3.308 -4.996
O -1.917 -4.326 -5.858
O 1.249 2.342 3.222
O -0.653 0.201 -0.201
O 6.914 4.795 -2.224
O 4.338 7.782 -5.357
O -2.482 6.065 1.272
O -7.683 -3.463 4.588
O -0.585 -1.594 5.696
O -0.050 -1.381 1.145
O 7.214 2.717 -2.735
O -1.762 -4.625 -7.992
O -10.922 5.693 -4.288
O -5.909 -3.822 3.409
O -9.350 7.162 -4.483
O 1.324 -7.014 7.568
O 2.810 3.827 3.061
O 0.623 -9.048 7.772
O -2.668 4.005 0.649
O -4.847 -2.220 -5.186
O -5.129 -1.352 -1.082
O -0.089 -2.321 7.670
N 7.627 3.840 -2.484
N -0.453 -2.491 6.517
N -2.122 5.099 0.621
N 4.243 6.828 -4.602
N -6.836 -3.118 3.780
N -0.600 -0.313 0.905
N 2.399 2.679 2.996
N -9.772 6.017 -4.534
N -1.272 -4.457 -6.889
N 1.234 -8.070 8.176
C -7.500 5.284 -5.166
C -5.954 -2.953 -5.660
C 9.922 2.999 -2.832
C -0.961 5.257 -0.256
C 5.431 3.282 -4.536
C 2.916 0.313 2.519
C -7.955 -0.921 3.645
C -6.606 4.274 -5.502
C 4.684 1.965 2.394
C -9.277 3.644 -5.004
C 0.188 -4.413 -6.789
C 5.621 5.526 -6.183
C 3.115 -8.338 11.959
C -1.232 0.396 2.019
C -2.391 1.761 4.133
C -0.542 4.185 -1.041
C 3.828 -0.682 2.187
C -6.934 -1.769 3.220
C 3.352 1.631 2.625
C 6.259 4.344 -6.540
C -1.380 -5.401 4.358
C 1.211 5.569 -1.945
C 1.897 -8.168 9.478
C -4.566 -2.544 -3.775
C 11.295 3.213 -2.871
C 9.075 4.055 -2.502
C -7.094 0.798 2.193
C -0.626 -4.905 6.997
C 0.547 4.347 -1.889
C 11.812 4.472 -2.579
C -7.043 2.956 -5.587
C 4.895 5.578 -4.995
C 9.587 5.314 -2.202
C -8.831 4.960 -4.913
C 5.590 0.963 2.065
C -2.466 2.285 2.845
C 5.163 -0.358 1.965
C 6.166 3.226 -5.716
C 2.173 -4.242 -5.448
C -1.256 -6.452 5.262
C -5.999 -1.346 2.279
C 2.448 -9.442 11.437
C 0.794 6.632 -1.151
C 0.786 -4.259 -5.541
C 2.572 -7.062 9.989
C -8.030 0.367 3.128
C -1.744 0.551 4.363
C -0.884 -6.206 6.579
C -1.885 1.602 1.781
C 4.792 4.461 -4.170
C -1.162 -0.140 3.305
C -0.296 6.480 -0.301
C 10.961 5.519 -2.241
C -1.127 -4.097 4.768
C 3.180 -7.151 11.236
C -8.376 2.641 -5.343
C 2.950 -4.373 -6.594
C 0.959 -4.537 -7.942
C -6.083 -0.057 1.766
C -0.745 -3.859 6.087
C 2.345 -4.516 -7.840
C 1.835 -9.361 10.193
H 11.963 2.400 -3.133
H 2.629 -6.132 9.435
H -2.277 -3.931 -3.547
H -5.566 4.513 -5.694
H 3.586 -8.403 12.935
H -8.816 1.037 3.457
H -1.051 3.228 -1.006
H 5.874 -1.138 1.713
H 1.317 7.581 -1.197
H -7.152 1.807 1.796
H 12.884 4.637 -2.616
H -4.971 -2.301 -0.856
H -1.672 -5.599 3.332
H -2.075 -1.999 -4.774
H 0.878 3.521 -2.510
H -1.947 2.021 0.786
H -10.312 3.386 -4.813
H -1.227 -3.287 4.055
H -8.689 -1.246 4.373
H -5.958 -3.199 -6.779
H -4.933 -3.589 -3.506
H -2.839 2.300 4.962
H 2.956 -4.615 -8.730
H 5.700 6.391 -6.832
H 9.531 2.014 -3.061
H 0.192 -4.156 -4.640
H 5.360 2.409 -3.901
H 3.499 -1.712 2.104
H -5.358 0.283 1.035
H 3.702 -6.294 11.646
H -1.449 -7.470 4.936
H -8.712 1.612 -5.414
H 11.370 6.497 -2.011
H 2.403 -10.366 12.004
H 4.226 4.493 -3.246
H 2.058 5.694 -2.613
H 0.500 -4.652 -8.917
H -2.973 3.226 2.673
H 5.029 2.990 2.469
H -1.691 0.148 5.366
H -6.341 2.169 -5.844
H -5.205 -2.001 1.941
H -0.662 -1.080 3.496
H 6.832 4.294 -7.459
H 6.670 2.306 -5.995
H -0.334 -4.726 8.025
H -0.614 7.317 0.311
H -7.148 6.306 -5.103
H 1.879 0.047 2.693
H 1.315 -10.227 9.798
H 6.631 1.211 1.889
H 2.649 -4.129 -4.480
H 4.032 -4.364 -6.517
H -0.794 -7.026 7.275
H 8.933 6.139 -1.940

Mulliken population analysis, charges in e, atoms 1 to 99: -0.15 -0.22 0.29 0.14 -0.64 -0.45 -0.60 -0.56 -0.66 -0.61 -0.61 -0.63 -0.62 -0.60 -0.68 -0.65 -0.59 -0.60 -0.61 -0.60 -0.61 -0.63 -0.60 -0.61 -0.23 -0.31 -0.62 1.18 0.98 1.12 1.04 1.05 1.30 1.07 0.99 0.96 1.03 -0.28 0.11 -0.24 0.11 -0.69 0.12 -0.39 -0.52 -0.45 -0.28 0.15 -0.44 -0.38 -0.84 -1.06 -0.20 -0.60 -0.08 -0.12 -0.48 -0.72 -0.01 0.14 -0.35 -0.52 0.01 -0.73 -0.49 -0.85 -0.37 -0.44 -0.05 -0.26 0.07 -0.48 -0.47 -0.42 -0.28 -0.58 -0.66 -0.34 -0.47 -0.72 -0.15 -0.25 -0.38 -0.28 -0.24 -0.07 -0.07 0.34 -0.42 -0.52 0.02 -0.55 -0.48 -0.39 -0.38 -0.30 0.05 -0.44 -0.28

=====

(2)
Here is a structure of composition C62H56N6O3P2RhTe from the Open Molecules 2025 dataset. Energies are from ωB97M-V/def2-TZVPD.

Output
energy relative to the best compared isomer or geometry (same formula, charge and spin)	0.0	kJ/mol
E_tot	-4011.36452	Ha
<S²>	6.018
charge	+1
spin multiplicity	5

CARTESIAN COORDINATES (ANGSTROEM)
Te 3.340 -2.304 -1.362
Rh -0.196 -0.264 -0.465
P -2.479 0.359 0.228
P -1.298 0.937 -2.304
O 2.206 -2.683 1.294
O 0.674 0.955 -3.421
O 1.285 0.307 0.906
N -2.797 0.655 -1.397
N -0.670 -2.263 0.244
N 2.990 1.927 -1.567
N 1.820 1.279 -3.897
N 0.246 4.340 -4.595
N 4.366 2.917 -5.365
C -0.644 3.342 -1.194
C 2.515 -0.485 -2.069
C -2.539 1.718 2.611
C 3.221 -0.658 1.999
C 0.654 -3.186 -2.544
C -2.790 -4.181 2.197
C -0.460 -5.242 -1.964
C -1.303 -3.822 2.252
C 2.764 3.715 0.025
C 2.367 4.044 1.321
C 0.594 -5.595 -1.130
C -4.824 -0.595 1.532
C -4.142 0.932 -1.905
C -2.252 3.497 -2.979
C -5.914 -1.452 1.624
C 4.665 1.586 1.303
C -2.791 2.790 3.451
C -0.947 -2.948 1.122
C -2.268 0.484 -6.277
C -2.869 1.793 1.257
C 1.681 -4.748 -0.999
C 3.053 -2.532 5.926
C 3.440 -3.968 3.579
C -3.418 2.963 0.743
C -0.455 -5.095 2.171
C -1.781 1.031 -5.100
C 2.713 -2.022 2.201
C -3.842 -0.816 0.571
C -6.038 -2.522 0.751
C 1.024 3.497 -4.509
C -3.962 -1.912 -0.288
C -2.909 -1.512 -5.105
C 3.103 4.732 -0.865
C 3.552 0.628 -1.887
C 2.792 -1.937 4.703
C -2.827 -0.786 -6.285
C 2.322 5.371 1.723
C -2.413 4.846 -2.712
C 2.004 2.454 -4.425
C -5.060 -2.750 -0.209
C -1.704 5.441 -1.680
C -3.659 4.039 1.586
C 3.414 1.383 0.755
C -1.012 -3.019 3.531
C 3.316 2.711 -4.945
C 2.975 -2.657 3.524
C -1.878 0.315 -3.911
C -0.418 -4.054 -2.681
C 1.698 -3.538 -1.691
C 2.981 2.297 -0.349
C 6.553 1.007 2.876
C -3.354 3.952 2.936
C 5.212 0.729 2.253
C -0.823 4.687 -0.919
C 2.675 6.379 0.834
C -2.440 -0.958 -3.924
C -1.361 2.741 -2.220
C 3.730 -4.552 4.802
C 4.481 -0.398 2.557
C 3.055 6.057 -0.463
C 2.582 0.305 1.164
C 3.530 -3.836 5.975
H 3.759 -4.291 6.930
H 3.592 -4.514 2.656
H -4.410 0.228 -2.693
H -3.195 -1.211 -7.210
H 2.901 -1.977 6.841
H 0.577 -6.536 -0.597
H -3.041 -4.689 1.267
H -4.081 4.949 1.181
H -3.640 3.046 -0.313
H 3.329 6.838 -1.160
H -2.072 0.819 3.001
H -2.204 1.055 -7.194
H 2.029 5.616 2.735
H -1.218 -3.807 -3.364
H 0.672 -2.266 -3.117
H -3.544 4.792 3.590
H 2.511 -5.026 -0.361
H 2.437 -0.914 4.654
H -3.093 5.432 -3.317
H 5.237 2.444 0.965
H 2.209 -0.587 -3.108
H -3.417 -3.297 2.290
H -1.828 6.496 -1.475
H -1.320 2.008 -5.112
H -1.275 -3.626 4.397
H 4.910 -1.136 3.224
H 1.600 -0.346 -1.479
H -1.313 -5.901 -2.058
H -3.007 -4.851 3.029
H -0.609 -5.676 3.081
H 3.452 4.469 -1.855
H 4.278 0.332 -1.118
H -2.518 -1.509 -2.993
H -0.282 5.145 -0.108
H 6.545 1.964 3.400
H 0.041 2.750 -0.594
H -5.156 -3.584 -0.892
H -4.750 0.259 2.194
H 2.653 7.414 1.150
H -6.678 -1.269 2.369
H -4.210 1.942 -2.313
H -1.612 -2.108 3.551
H -4.871 0.837 -1.102
H -3.201 -2.082 -1.040
H 4.088 0.734 -2.831
H -0.755 -5.700 1.315
H 7.337 1.060 2.119
H 0.600 -4.856 2.076
H -2.544 2.727 4.502
H -3.346 -2.503 -5.108
H -6.898 -3.176 0.816
H -2.808 3.048 -3.791
H 0.041 -2.748 3.599
H 4.116 -5.562 4.841
H 2.105 3.259 2.020
H 6.823 0.232 3.591

Mulliken population analysis, charges in e, atoms 1 to 99: 0.75 -0.72 2.02 2.08 -0.61 0.04 -1.04 0.06 1.20 -0.01 -0.89 -0.56 -0.60 -0.10 2.08 -0.54 0.53 -0.24 -1.80 -0.69 2.43 0.57 0.10 -0.63 -0.90 -1.16 -0.11 -0.70 -0.67 -0.66 -1.10 -0.97 0.70 -0.28 -0.93 -0.37 -0.47 -1.71 -0.61 0.60 0.80 -0.76 0.02 0.30 -0.89 -0.73 -2.43 0.14 -0.91 -0.95 -1.21 1.21 -0.80 -0.79 -0.53 0.36 -1.47 -0.33 0.38 0.38 -0.43 -0.03 0.58 -1.59 -0.77 -0.07 -0.90 -0.50 -0.18 0.80 -0.85 -1.08 -0.73 -0.30 -0.45 0.41 0.38 0.30 0.41 0.44 0.55 0.40 0.46 0.21 0.45 0.38 0.50 0.42 0.53 0.45 0.40 0.28 0.49 0.45 0.63 1.38 0.25 0.43 0.40

=====

| no. | F_max (eV Å⁻¹) |
| --- | --- |
| 1 | 3.72 |
| 2 | 1.01 |